1.
# C15H45KO20P5

C15H45KO20P5 as an isolated structure (wB97M-V/def2-TZVPD, the Open Molecules 2025 dataset).

Properties
- Electronic energy: -4410.38875 a.u.
- Total charge: +1
- Energy relative to the best compared isomer or geometry (same formula, charge and spin): 18.0 kcal/mol
- Multiplicity: 1
- Highest occupied orbital energy: -12.33 eV

Each line ends with the Löwdin charge.
Cartesian coordinates (Å):
K (0.703269, 0.458764, -0.286026)  0.80
C (0.800522, 4.594468, -2.562120)  -0.07
O (-0.611730, 4.369400, -2.424392)  -0.21
P (-1.263047, 3.870150, -1.056283)  0.38
O (-0.442111, 2.930653, -0.267379)  -0.31
O (-2.648469, 3.290293, -1.520132)  -0.19
C (-3.895719, 3.817162, -1.036436)  -0.07
O (-1.653485, 5.184891, -0.251010)  -0.21
C (-0.708590, 5.994518, 0.430817)  -0.08
H (1.219066, 3.845807, -3.229319)  0.08
H (1.284473, 4.539578, -1.587867)  0.08
H (0.919692, 5.595191, -2.968452)  0.10
H (-4.011850, 3.503454, 0.000261)  0.09
H (-4.711365, 3.360249, -1.593277)  0.09
H (-3.992877, 4.892937, -1.146782)  0.09
H (-0.773616, 7.027863, 0.094213)  0.10
H (0.304903, 5.646437, 0.216135)  0.08
H (-0.828172, 5.983534, 1.512523)  0.10
C (1.969500, -0.728305, -4.770684)  -0.08
O (1.229650, 0.451642, -5.130192)  -0.19
P (-0.157237, 0.655282, -4.383372)  0.39
O (-0.216546, 0.274458, -2.966923)  -0.28
O (-1.161841, -0.123212, -5.343244)  -0.19
C (-2.547139, 0.077025, -5.396513)  -0.11
O (-0.494477, 2.200146, -4.624193)  -0.23
C (-0.371655, 2.835622, -5.904696)  -0.07
H (1.369479, -1.402838, -4.159237)  0.07
H (2.855758, -0.490777, -4.177470)  0.09
H (2.339950, -1.246397, -5.652218)  0.10
H (-2.860602, 0.437190, -6.385476)  0.10
H (-2.968370, 0.903593, -4.810600)  0.09
H (-3.121665, -0.822698, -5.192844)  0.09
H (-0.099795, 2.138775, -6.695719)  0.09
H (0.428635, 3.571317, -5.814776)  0.09
H (-1.303089, 3.357794, -6.106452)  0.10
C (3.823489, 1.708907, 3.892226)  -0.08
O (4.239811, 0.535916, 3.190814)  -0.21
P (3.227611, -0.593775, 2.727431)  0.39
O (2.631646, -0.303210, 1.414237)  -0.31
O (4.129443, -1.934280, 2.744074)  -0.22
C (5.305200, -1.990898, 1.934277)  -0.08
O (2.213519, -0.799628, 3.927243)  -0.20
C (2.740952, -1.185416, 5.197552)  -0.08
H (4.152949, 2.549620, 3.282329)  0.09
H (4.303887, 1.735906, 4.867087)  0.09
H (2.753798, 1.865499, 4.043272)  0.09
H (5.111225, -2.623014, 1.065607)  0.09
H (6.143476, -2.420933, 2.481579)  0.09
H (5.582711, -0.979862, 1.627020)  0.09
H (3.625175, -1.809425, 5.091857)  0.09
H (2.001477, -1.732472, 5.781624)  0.09
H (2.974865, -0.331050, 5.837614)  0.09
C (0.214292, -5.172713, 1.128481)  -0.08
O (0.854112, -4.811166, -0.093209)  -0.19
P (0.451489, -3.448837, -0.769365)  0.39
O (0.470096, -2.226285, 0.049467)  -0.29
O (1.448716, -3.390761, -2.019869)  -0.20
C (2.827723, -3.257605, -1.768386)  -0.11
O (-0.955746, -3.805275, -1.423456)  -0.19
C (-1.811749, -2.758642, -1.886970)  -0.07
H (-0.856927, -5.329072, 0.994360)  0.10
H (0.304768, -4.393904, 1.894779)  0.09
H (0.711112, -6.038210, 1.558245)  0.09
H (3.290910, -4.180769, -1.414438)  0.09
H (3.074458, -2.439033, -1.085643)  0.08
H (3.407973, -3.018826, -2.663879)  0.09
H (-2.253424, -3.036518, -2.843497)  0.09
H (-1.292991, -1.810109, -2.034702)  0.06
H (-2.623415, -2.647297, -1.166191)  0.09
C (-3.932078, -3.386868, 4.867653)  -0.11
O (-3.804798, -2.833518, 3.572060)  -0.20
P (-3.376315, -1.309857, 3.428580)  0.38
O (-4.140297, -0.330547, 4.198181)  -0.22
O (-1.831585, -1.397685, 3.950506)  -0.22
C (-1.150489, -0.250696, 4.432064)  -0.11
O (-3.266164, -1.196173, 1.876400)  -0.20
C (-2.726081, -0.110138, 1.133400)  -0.07
H (-4.861011, -3.932998, 5.038663)  0.09
H (-3.948007, -2.621685, 5.648181)  0.09
H (-3.107577, -4.077395, 5.042540)  0.09
H (-0.554749, 0.210598, 3.641398)  0.08
H (-0.489965, -0.584676, 5.229937)  0.08
H (-1.848935, 0.487777, 4.831292)  0.09
H (-2.707322, 0.830799, 1.680259)  0.10
H (-3.334218, -0.010136, 0.237352)  0.10
H (-1.724503, -0.407650, 0.820125)  0.06

Cartesian forces (eV/Å) of the 3 atoms listed first:
K -0.01 -0.09 -0.08
C -0.21 0.06 0.33
O -0.38 -0.37 0.53

=====

2.
# C5H6NO

C5H6NO as an isolated structure (wB97M-V/def2-TZVPD, the Open Molecules 2025 dataset).

Properties
- Electronic energy: -323.77163 a.u.
- Total charge: +1
- Energy relative to the best compared isomer or geometry (same formula, charge and spin): 61.7 kcal/mol
- Multiplicity: 1
- Highest occupied orbital energy: -14.51 eV

Each line ends with the natural charge from an NBO analysis.
Cartesian coordinates (Å):
C (0.362138, 1.103382, 0.230460)  0.27
C (1.367495, 0.403446, -0.488654)  -0.41
C (2.506129, 0.004021, -0.010383)  0.81
C (0.279600, -0.589992, -0.900023)  -0.18
C (-1.780698, -0.089770, 0.529321)  -0.44
N (-0.565223, 0.234685, -0.061232)  -0.25
O (3.473393, -0.406460, 0.433698)  -0.31
H (0.330172, 2.003649, 0.816191)  0.26
H (-2.451507, -0.478967, -0.249465)  0.24
H (0.059236, -0.540054, -1.964817)  0.26
H (0.376096, -1.625202, -0.571593)  0.24
H (-2.253051, 0.816325, 0.920891)  0.25
H (-1.703783, -0.835068, 1.315604)  0.24

Cartesian forces (eV/Å) of the 3 atoms listed first:
C 0.21 -0.42 -0.31
C -0.77 0.42 -0.80
C 2.45 -0.54 0.94

=====

3.
# C26H20BrClN2O2PS4Sr

C26H20BrClN2O2PS4Sr as an isolated structure (wB97M-V/def2-TZVPD, the Open Molecules 2025 dataset).

Properties
- Electronic energy: -6261.94506 a.u.
- Total charge: -2
- Energy relative to the best compared isomer or geometry (same formula, charge and spin): 6.9 kcal/mol
- ⟨S²⟩: 0.756
- Multiplicity: 2
- Highest occupied orbital energy (spin up / spin down): 0.03 / -1.16 eV

Each line ends with the natural charge from an NBO analysis.
Cartesian coordinates (Å):
Sr (-1.876207, 1.439221, -0.106276)  1.72
S (-5.511523, -1.615030, 1.896428)  -0.33
C (-4.346515, -0.604364, 1.215992)  -0.50
S (-3.458260, 0.500469, 2.239066)  -0.53
S (-4.028804, -0.641886, -0.481693)  -0.47
Br (-4.663921, 3.472478, -1.520288)  0.07
C (-3.380005, 4.688739, -0.835515)  0.17
C (-3.520582, 6.047307, -1.050591)  -0.29
C (-2.556508, 6.875925, -0.493610)  -0.17
C (-1.518635, 6.319993, 0.232963)  -0.23
C (-1.461491, 4.941871, 0.371666)  0.12
N (-2.393460, 4.143365, -0.157889)  -0.49
C (-0.315669, 4.249762, 1.128243)  0.76
O (0.394967, 4.972396, 1.829855)  -0.70
O (-0.246723, 3.002805, 0.938482)  -0.85
H (-4.347422, 6.431793, -1.628742)  0.22
H (-2.621865, 7.947961, -0.635724)  0.20
H (-0.743166, 6.911795, 0.697233)  0.24
Cl (-0.993178, -1.274090, -3.116221)  0.06
C (0.644496, -1.822947, -3.061168)  -0.01
C (1.205556, -2.312856, -4.232706)  -0.24
C (2.518416, -2.749634, -4.239421)  -0.21
C (3.264639, -2.694450, -3.070987)  -0.25
C (2.692531, -2.206446, -1.906904)  -0.14
C (1.370819, -1.756379, -1.869035)  -0.37
P (0.571330, -1.114719, -0.328747)  0.82
C (2.060535, -1.035602, 0.738012)  -0.20
C (2.419878, -2.036365, 1.633106)  -0.24
C (3.550697, -1.894621, 2.426684)  -0.22
C (4.335217, -0.754823, 2.327629)  -0.23
C (3.980269, 0.249187, 1.434825)  -0.21
C (2.846311, 0.111051, 0.651379)  -0.23
C (-0.277044, -2.624140, 0.257198)  -0.26
C (0.001601, -3.914454, -0.192613)  -0.25
C (-0.729007, -4.990725, 0.288165)  -0.22
C (-1.749499, -4.787346, 1.209249)  -0.21
C (-2.040124, -3.507143, 1.656729)  -0.20
C (-1.302484, -2.432162, 1.179378)  -0.20
H (0.602917, -2.337320, -5.130303)  0.22
H (2.954706, -3.126577, -5.155832)  0.20
H (4.294272, -3.029873, -3.062581)  0.20
H (3.285437, -2.173426, -1.002502)  0.21
H (1.799726, -2.919245, 1.724500)  0.23
H (3.813925, -2.674507, 3.131797)  0.20
H (5.212965, -0.641460, 2.953021)  0.20
H (4.573460, 1.152831, 1.366849)  0.21
H (2.545867, 0.914363, -0.012965)  0.23
H (0.785876, -4.079907, -0.922512)  0.21
H (-0.510025, -5.990325, -0.071139)  0.19
H (-2.340569, -5.625507, 1.558653)  0.20
H (-2.869966, -3.319657, 2.326046)  0.25
H (-1.567529, -1.439201, 1.525395)  0.25
N (0.399122, 0.677805, 2.748812)  -1.12
H (0.491923, 1.494043, 2.141352)  0.40
H (1.052416, 0.812572, 3.512458)  0.35
H (-0.537118, 0.734132, 3.141963)  0.38
S (-0.750824, 3.601339, -3.617725)  -0.20
C (-1.011759, 2.434004, -2.579422)  -0.71

Cartesian forces (eV/Å) of the 3 atoms listed first:
Sr 0.04 0.08 -0.39
S 0.01 -0.09 0.03
C -0.12 0.01 0.13

=====

4.
# C4H4NO2S3

A 2-piece molecular cluster, C4H4NO2S3 overall (wB97M-V/def2-TZVPD, the Open Molecules 2025 dataset).

Properties
- Electronic energy: -1554.59057 a.u.
- Total charge: -1
- Energy relative to the best compared isomer or geometry (same formula, charge and spin): 35.3 kcal/mol
- Multiplicity: 1
- Highest occupied orbital energy (spin up / spin down): -4.64 / -4.63 eV

Each line ends with the natural charge from an NBO analysis.
Cartesian coordinates (Å):
C (2.599382, -0.596463, 0.764979)  -0.18
C (0.411862, -0.366567, 0.630224)  0.01
C (0.734045, -0.084931, -0.699811)  -0.42
C (-0.935944, -0.456267, 1.254300)  -0.64
N (1.440143, -0.753413, 1.329045)  -0.45
O (-1.093657, 1.073910, -3.378675)  -0.91
O (-2.323896, -0.089928, -1.566467)  -0.93
S (-1.493672, 2.603797, -0.956219)  -0.55
S (2.459052, -0.012718, -0.905236)  0.32
S (-1.346592, 0.909178, -1.972441)  1.90
H (3.569326, -0.916224, 1.153569)  0.19
H (-0.894361, -1.087994, 2.067410)  0.20
H (-1.409652, 0.466692, 1.591766)  0.22
H (-1.716038, -0.689071, 0.687557)  0.24

Cartesian forces (eV/Å) of the 3 atoms listed first:
C 0.16 0.01 -1.11
C -1.66 0.34 -3.50
C -1.93 1.61 -0.74